A molecular structure, C55H59BrInN7O5S2. Source: OMol25; level of theory: ωB97M-V/def2-TZVPD.

The geometry in XYZ format:
```
130
Properties=species:S:1:pos:R:3:forces:R:3
In 0.449240 -0.202838 0.023773 0.644 -0.147 -0.039
C -5.464360 2.689862 -0.973027 0.435 -0.413 0.150
C -4.755060 1.718962 -0.032527 -0.851 0.291 0.179
C -5.691260 1.294862 1.114673 0.417 -0.048 -0.315
O -3.590860 2.306762 0.540373 -0.095 0.111 0.053
C -2.456460 1.490262 0.305773 0.472 -0.314 0.025
C -3.136660 0.169662 -0.146327 0.326 -0.139 0.581
O -4.312860 0.614262 -0.777527 0.003 0.109 -0.206
C -2.381460 -0.959738 -0.881127 -0.797 -0.210 -0.096
O -1.270760 -1.286038 -0.127127 0.798 0.339 0.246
C -2.182460 -0.736538 -2.372127 0.159 0.110 -0.163
C -3.307660 -0.555638 -3.173027 0.047 0.036 -0.109
C -3.187160 -0.449138 -4.545927 -0.054 -0.011 -0.032
C -1.940960 -0.533438 -5.144427 0.052 0.017 -0.102
C -0.819960 -0.731038 -4.356527 0.193 -0.082 0.002
C -0.939660 -0.843238 -2.978827 -0.120 -0.006 0.151
C -3.200060 -2.265638 -0.826427 -0.252 0.019 0.218
C -2.529860 -3.435938 -1.170027 -0.020 -0.023 0.019
C -3.152160 -4.663938 -1.059127 0.179 0.005 -0.063
C -4.458160 -4.745238 -0.603327 -0.169 -0.060 0.017
C -5.140060 -3.583938 -0.293427 -0.094 -0.195 0.041
C -4.518060 -2.350438 -0.406327 0.066 0.060 -0.042
C -1.373360 2.220762 -0.549027 -0.541 0.491 -0.021
O -0.436360 1.338562 -1.028927 0.783 -0.639 0.268
C -0.704360 3.314962 0.291973 0.091 -0.010 0.060
C -1.322060 3.970762 1.349273 0.057 -0.012 0.039
C -0.667260 4.992062 2.014973 -0.018 0.076 0.076
C 0.610940 5.368562 1.642373 0.044 0.162 0.056
C 1.233540 4.718662 0.591173 0.099 0.015 0.032
C 0.573640 3.710362 -0.083827 -0.016 -0.160 -0.050
C -2.003960 2.971362 -1.724127 -0.022 0.086 0.000
C -2.671960 4.169762 -1.501227 -0.120 0.089 -0.223
C -3.243760 4.861162 -2.553227 -0.012 0.138 0.050
C -3.152560 4.370762 -3.844127 -0.040 0.028 -0.099
C -2.456260 3.198062 -4.074427 -0.020 0.008 -0.149
C -1.874760 2.509462 -3.024127 0.028 -0.089 0.115
H -5.647360 3.625662 -0.456627 -0.081 0.153 0.063
H -6.404060 2.254862 -1.296627 -0.188 -0.043 -0.012
H -4.838060 2.872962 -1.839527 -0.004 0.020 -0.067
H -5.969960 2.172862 1.689873 -0.091 0.093 0.043
H -5.193860 0.595462 1.782573 0.094 -0.079 0.078
H -6.578660 0.815362 0.710873 -0.146 0.021 -0.043
H -1.955060 1.300262 1.269073 -0.117 0.003 -0.077
H -3.425960 -0.301538 0.816473 0.064 0.038 -0.211
H -4.283060 -0.499538 -2.718227 -0.058 -0.028 -0.011
H -4.072260 -0.316238 -5.153627 -0.038 0.043 -0.015
H -1.845960 -0.460038 -6.219227 0.017 0.018 -0.055
H 0.157840 -0.807238 -4.815427 0.044 0.002 -0.003
H -0.057060 -1.003238 -2.374227 0.002 -0.104 -0.200
H -1.507160 -3.361738 -1.509527 0.106 -0.024 -0.007
H -2.617060 -5.564338 -1.328527 0.045 -0.074 -0.015
H -4.938860 -5.707638 -0.500127 -0.060 -0.058 -0.008
H -6.164160 -3.634438 0.045973 -0.116 -0.005 0.037
H -5.078560 -1.458238 -0.181127 -0.047 0.115 0.081
H -2.317360 3.690462 1.659273 -0.054 -0.015 0.028
H -1.159660 5.495462 2.835773 -0.036 0.043 0.063
H 1.114040 6.174462 2.157173 0.054 0.029 0.088
H 2.241240 4.985362 0.303773 0.041 0.075 -0.052
H 1.047440 3.206062 -0.914627 0.033 -0.049 -0.056
H -2.759260 4.558662 -0.500427 -0.033 0.080 0.015
H -3.768060 5.786662 -2.364527 -0.062 0.099 0.036
H -3.617060 4.901962 -4.662827 -0.002 0.054 -0.073
H -2.363160 2.812362 -5.078927 0.017 -0.061 -0.110
H -1.315060 1.607462 -3.201727 0.037 -0.083 -0.045
C 5.324240 -2.412338 2.915473 -0.023 0.266 0.014
C 5.010940 -0.922038 2.814073 -0.018 -0.270 0.299
N 5.044840 -0.421438 1.460673 0.015 0.158 0.001
C 6.317540 0.046162 0.947473 0.375 0.112 -0.315
C 7.049840 -0.981638 0.087573 -0.109 0.160 0.167
C 3.941540 -0.328238 0.685773 -0.653 -0.372 0.519
S 2.488940 -0.962638 1.382173 -0.311 0.102 -0.140
N 4.121540 0.228062 -0.487327 0.377 0.469 -0.371
C 3.226240 0.362162 -1.466927 0.432 -0.232 0.159
O 2.087840 -0.136938 -1.537627 -0.760 0.178 0.037
C 3.733740 1.129962 -2.635327 -0.099 0.086 -0.299
C 2.827140 1.570762 -3.596827 -0.031 -0.086 0.159
C 3.279240 2.248462 -4.713227 -0.010 0.069 -0.100
C 4.633740 2.488062 -4.878927 0.003 0.033 -0.046
C 5.537740 2.065062 -3.918127 0.101 0.025 -0.070
C 5.092640 1.386662 -2.799927 -0.096 -0.031 0.072
H 5.259640 -2.732438 3.951973 -0.025 -0.107 0.135
H 6.327940 -2.621238 2.558973 0.119 -0.078 -0.044
H 4.609840 -2.975638 2.322173 -0.072 -0.123 -0.056
H 5.727140 -0.347538 3.409773 -0.080 0.007 -0.067
H 4.004740 -0.751638 3.203173 0.219 0.039 0.045
H 6.939740 0.319262 1.802773 -0.070 0.046 -0.030
H 6.121440 0.933962 0.343473 0.122 -0.020 0.179
H 7.286140 -1.880338 0.649973 0.038 -0.112 0.063
H 7.981740 -0.547938 -0.265927 0.124 -0.001 -0.113
H 6.440340 -1.258838 -0.767327 -0.064 -0.002 -0.132
H 1.773240 1.380262 -3.447527 -0.072 -0.029 0.004
H 2.579540 2.593362 -5.459627 -0.098 0.020 -0.041
H 4.986940 3.005762 -5.758627 0.020 0.071 -0.067
H 6.591540 2.266262 -4.049027 0.074 -0.023 0.011
H 5.787140 1.041462 -2.050027 0.030 -0.017 0.060
C -1.665160 1.219162 4.424573 -0.396 0.293 -0.226
N -0.335760 0.833662 4.800773 0.905 -0.364 -0.062
C 0.024440 0.252062 5.991473 0.281 -0.250 0.345
C 1.346140 -0.022038 5.944073 -0.195 0.048 0.398
N 1.797640 0.410462 4.721273 -0.507 0.133 -0.099
C 0.768140 0.949662 4.011673 0.110 0.046 0.032
S 0.866140 1.717362 2.547073 -0.208 0.362 -0.680
H -2.378360 0.623662 4.991673 -0.005 -0.027 -0.051
H -1.795760 1.045862 3.355373 -0.030 0.007 0.129
H -1.837460 2.279462 4.620973 0.040 -0.023 -0.041
H -0.691860 0.091562 6.769573 -0.107 -0.113 0.175
H 1.994740 -0.460938 6.674873 0.034 -0.073 0.115
H 2.733940 0.354662 4.355873 -0.147 0.091 -0.043
C 1.726240 -5.979438 -0.926027 -0.116 -0.358 0.141
N 2.198040 -4.703638 -1.409927 0.231 -0.451 -0.266
C 3.552940 -4.624038 -1.903727 0.404 0.027 -0.100
C 1.619740 -3.608138 -0.994427 -0.313 0.241 0.018
N 1.087840 -2.640738 -0.678227 -0.301 0.384 0.044
H 1.785440 -6.713838 -1.731127 -0.016 0.004 0.037
H 0.690640 -5.885838 -0.606927 0.001 -0.017 -0.028
H 2.324540 -6.334338 -0.079427 -0.010 0.014 -0.025
H 3.680440 -5.333638 -2.722827 0.012 0.028 0.020
H 4.282240 -4.853238 -1.118227 -0.022 -0.005 -0.029
H 3.741540 -3.618138 -2.273727 0.011 -0.036 -0.022
Br -4.066060 -2.330838 3.658973 0.205 0.067 -0.014
C -2.169160 -2.359938 3.739773 -0.137 -0.014 0.120
C -1.518860 -2.986738 4.788173 -0.035 -0.008 -0.201
C -0.133460 -3.000538 4.758573 -0.019 0.017 -0.075
C 0.523340 -2.372638 3.709073 0.042 -0.171 0.378
N -0.114660 -1.754438 2.728173 0.380 0.052 -0.359
C -1.432260 -1.758038 2.730373 -0.659 -0.073 0.080
H -2.076260 -3.468538 5.579873 0.003 0.010 0.012
H 0.419540 -3.496638 5.539973 0.124 -0.028 0.075
H 1.602940 -2.351638 3.652073 0.110 -0.060 0.034
H -1.894960 -1.303738 1.868073 -0.196 0.017 -0.004
```
Positions in Å, forces in eV/Å.

Results
spin multiplicity: 1
E_HOMO: -7.49 eV
E: -175548.974 eV
charge: 0
ΔE to the lowest compared entry with this formula, charge and spin: 175.5 kJ/mol
LUMO energy: 0.13 eV